Entry 1:
DFT (wB97M-V/def2-TZVPD) results for C3H3HgLiO2 as an isolated structure.

Structure (ORCA input):
```
! wB97M-V def2-TZVPD RIJCOSX def2/J DEFGRID3
* xyz 1 2
O 0.30 -2.28 0.67
C 0.23 -1.65 -0.27
C 0.14 -0.98 -1.58
H 0.95 -1.50 -2.10
H 0.31 -0.19 -2.32
H -0.84 -0.50 -1.45
O -0.35 2.29 1.33
C -0.09 2.55 0.25
Hg 1.06 1.19 3.13
Li -1.70 1.07 2.35
*
```

The LUMO energy (spin up / spin down) is -4.81 / -4.95 eV. The energy above the lowest of the compared OMol25 structures with the same formula, charge and spin comes out at 436.2 kJ/mol. The orbital gap (spin up / spin down) comes out at 0.1505 / 0.3156 Eh. As for the highest occupied orbital energy (spin up / spin down): -8.9032 / -13.5395 eV.

Entry 2:
DFT (wB97M-V/def2-TZVPD) results for a 9-piece molecular cluster, C26H58Br14O8P2 overall.

Structure (ORCA input):
```
! wB97M-V def2-TZVPD RIJCOSX def2/J DEFGRID3
* xyz 0 1
Br 7.88 12.70 11.98
C 8.68 13.61 13.43
C 8.96 12.71 14.57
Br 9.78 13.74 16.05
H 7.99 14.51 13.59
H 9.58 14.12 13.15
H 9.66 11.95 14.21
H 8.06 12.23 15.03
Br 11.23 8.48 10.22
C 13.07 7.88 9.72
C 13.88 7.69 10.96
Br 14.93 9.25 11.56
H 13.43 8.66 9.06
H 12.94 6.95 9.28
H 14.64 7.02 10.66
H 13.29 7.35 11.78
Br 7.54 17.00 12.45
C 9.52 17.07 12.41
C 9.97 18.39 12.84
Br 10.13 18.30 14.83
H 9.85 16.93 11.43
H 9.95 16.24 12.97
H 9.41 19.27 12.62
H 11.01 18.58 12.56
Br 18.67 10.43 9.74
C 19.12 11.92 8.61
C 19.56 12.99 9.51
Br 20.24 14.48 8.48
H 18.16 12.24 8.10
H 19.92 11.52 7.93
H 20.41 12.72 10.14
H 18.66 13.28 10.03
Br 17.14 14.11 17.07
C 16.86 12.97 15.55
C 17.40 13.56 14.27
Br 17.36 12.10 12.89
H 15.79 12.70 15.54
H 17.42 12.06 15.80
H 18.47 13.84 14.24
H 16.80 14.35 13.75
Br 14.12 11.14 18.07
C 12.31 12.02 18.34
C 11.60 11.25 19.47
Br 9.71 11.55 19.36
H 11.82 11.92 17.43
H 12.52 13.11 18.54
H 12.00 11.64 20.43
H 11.71 10.15 19.44
Br 17.09 16.00 10.30
C 15.29 16.48 10.91
C 14.60 17.61 10.11
Br 13.06 18.24 11.19
H 15.28 16.76 11.96
H 14.74 15.55 10.86
H 14.24 17.21 9.18
H 15.33 18.42 9.92
C 11.70 20.49 18.06
C 12.06 19.09 17.69
O 12.57 18.33 18.78
P 12.03 16.79 18.94
O 12.35 15.91 17.80
O 12.66 16.45 20.36
C 12.70 17.45 21.42
C 12.63 16.69 22.72
O 10.52 17.02 19.22
C 9.48 16.48 18.28
C 8.68 15.48 19.18
H 10.96 20.43 18.83
H 12.58 20.97 18.43
H 11.27 20.93 17.13
H 11.10 18.68 17.29
H 12.79 18.97 16.89
H 13.66 17.95 21.35
H 11.92 18.23 21.32
H 11.75 16.06 22.77
H 13.32 15.86 22.79
H 12.71 17.31 23.65
H 8.79 17.26 17.92
H 9.93 15.85 17.52
H 8.16 15.98 20.02
H 7.78 14.96 18.68
H 9.25 14.65 19.48
C 13.55 12.40 9.49
C 12.79 13.35 10.43
O 13.50 13.54 11.66
P 12.66 14.07 12.88
O 11.84 15.26 12.71
O 11.70 12.87 13.23
C 12.42 11.61 13.51
C 11.56 10.61 14.23
O 13.79 14.18 13.96
C 13.72 15.05 15.13
C 14.68 16.26 14.97
H 12.87 12.18 8.64
H 14.51 12.90 9.19
H 13.73 11.50 10.06
H 12.67 14.38 10.08
H 11.85 12.88 10.54
H 12.85 11.20 12.63
H 13.33 11.79 14.12
H 11.02 10.99 15.16
H 10.83 10.16 13.44
H 12.19 9.81 14.62
H 12.75 15.54 15.11
H 13.93 14.56 16.07
H 15.69 15.89 14.68
H 14.44 17.00 14.18
H 14.87 16.76 15.97
*
```

Its SMILES is CCOP(=O)(OCC)OCC.CCOP(=O)(OCC)OCC.BrCCBr.BrCCBr.BrCCBr.BrCCBr.BrCCBr.BrCCBr.BrCCBr. The LUMO energy is 0.25 eV. The orbital gap comes out at 0.3694 Eh. As for the highest occupied orbital energy: -9.8017 eV.

Entry 3:
DFT (wB97M-V/def2-TZVPD) results for C17H33Li2O11P as an isolated structure.

Structure (ORCA input):
```
! wB97M-V def2-TZVPD RIJCOSX def2/J DEFGRID3
* xyz -2 1
Li 16.25 15.41 -9.94
Li 16.05 13.15 -9.72
P 15.51 14.55 -8.49
O 15.26 14.87 -6.99
O 14.98 15.79 -9.22
O 14.50 13.42 -8.99
O 16.98 14.29 -9.05
O 15.48 13.86 -12.87
C 15.94 13.70 -11.60
O 15.90 12.61 -11.02
O 16.48 14.65 -10.98
H 15.27 12.93 -12.99
C 11.99 14.93 -12.35
C 12.64 16.32 -12.11
C 13.95 15.87 -11.53
O 13.66 14.68 -10.74
C 12.68 13.83 -11.45
H 12.10 14.73 -13.42
H 10.93 15.01 -12.12
H 11.95 16.72 -11.36
H 12.63 17.03 -12.93
H 14.33 16.68 -10.91
H 14.71 15.66 -12.29
H 11.94 13.37 -10.79
H 13.10 12.95 -11.94
C 18.20 11.02 -8.27
C 17.42 10.09 -9.22
C 16.32 11.01 -9.57
O 16.41 12.15 -8.76
C 17.74 12.41 -8.46
H 19.27 10.87 -8.13
H 18.00 10.64 -7.27
H 17.11 9.27 -8.57
H 18.00 9.79 -10.09
H 15.33 10.58 -9.70
H 16.49 11.23 -10.63
H 17.82 13.17 -7.68
H 18.11 12.99 -9.30
C 19.64 13.19 -13.70
C 19.74 13.97 -12.41
C 18.35 13.83 -11.79
O 17.94 12.52 -12.19
C 18.86 11.97 -13.16
H 20.55 12.89 -14.22
H 19.09 13.70 -14.50
H 20.03 14.97 -12.72
H 20.51 13.62 -11.72
H 17.78 14.74 -11.99
H 18.45 13.73 -10.71
H 18.26 11.57 -13.98
H 19.49 11.16 -12.78
C 19.03 16.03 -10.57
C 18.56 16.16 -9.09
C 17.24 16.98 -9.15
O 16.71 16.67 -10.47
C 17.74 16.46 -11.39
H 19.29 14.99 -10.76
H 19.85 16.69 -10.87
H 19.24 16.58 -8.34
H 18.32 15.18 -8.67
H 17.47 18.04 -9.26
H 16.51 16.73 -8.38
H 17.98 17.40 -11.87
H 17.52 15.70 -12.14
*
```

The LUMO energy is 4.42 eV. The energy above the lowest of the compared OMol25 structures with the same formula, charge and spin comes out at 2214.2 kJ/mol. The orbital gap comes out at 0.1399 Eh. As for the highest occupied orbital energy: 0.6129 eV.

Entry 4:
DFT (wB97M-V/def2-TZVPD) results for one molecule with the formula C26H29N3O4S.

Structure (ORCA input):
```
! wB97M-V def2-TZVPD RIJCOSX def2/J DEFGRID3
* xyz 0 1
C -0.05 -0.99 6.25
H -0.90 -1.66 6.09
O 1.00 -1.27 5.35
C 0.76 -1.11 4.02
C -0.44 -0.71 3.46
C -0.57 -0.54 2.09
C 0.52 -0.76 1.27
C 1.72 -1.22 1.81
C 1.86 -1.39 3.17
O 2.99 -1.81 3.80
C 4.11 -2.13 3.01
H 4.48 -1.27 2.45
H 4.88 -2.46 3.71
H 3.89 -2.95 2.32
H 2.55 -1.44 1.14
N 0.41 -0.56 -0.13
C 1.07 0.42 -0.80
O 0.95 0.58 -2.00
C 1.96 1.34 0.03
C 1.28 1.92 1.21
C 1.72 2.00 2.50
C 0.80 2.63 3.36
C -0.33 3.03 2.73
S -0.29 2.65 1.05
H -1.19 3.53 3.13
H 0.98 2.77 4.41
H 2.67 1.61 2.82
H 2.28 2.13 -0.66
H 2.85 0.80 0.35
C -0.57 -1.41 -0.82
C 0.01 -2.07 -2.05
C -0.81 -2.43 -3.12
C -0.24 -3.07 -4.21
N 1.05 -3.36 -4.29
C 1.82 -3.03 -3.27
C 1.36 -2.40 -2.13
H 2.04 -2.16 -1.33
H 2.87 -3.30 -3.38
H -0.84 -3.36 -5.06
H -1.87 -2.22 -3.10
H -0.84 -2.20 -0.11
C -1.87 -0.62 -1.11
O -2.88 -0.84 -0.46
N -1.76 0.27 -2.09
H -0.84 0.44 -2.50
C -2.84 1.15 -2.50
H -3.73 0.82 -1.97
C -3.00 1.09 -4.04
C -2.54 2.45 -4.58
H -3.40 3.08 -4.79
C -1.72 3.06 -3.44
H -0.71 2.64 -3.43
H -1.64 4.14 -3.52
C -2.49 2.61 -2.20
H -3.40 3.19 -2.09
H -1.91 2.70 -1.28
H -1.96 2.35 -5.50
H -2.39 0.28 -4.44
H -4.04 0.89 -4.31
H -1.51 -0.23 1.67
H -1.30 -0.51 4.09
H -0.38 0.05 6.17
H 0.36 -1.17 7.24
*
```

Its SMILES is COc1ccc(N(C(=O)Cc2cccs2)[C@@H](C(=O)NC2CCCC2)c2ccncc2)cc1OC. The LUMO energy is 0.51 eV. The energy above the lowest of the compared OMol25 structures with the same formula, charge and spin comes out at 136.4 kJ/mol. The orbital gap comes out at 0.3201 Eh. As for the highest occupied orbital energy: -8.2002 eV.

What did the third record say?
DFT (wB97M-V/def2-TZVPD) results for C17H33Li2O11P as an isolated structure.

Structure (ORCA input):
```
! wB97M-V def2-TZVPD RIJCOSX def2/J DEFGRID3
* xyz -2 1
Li 16.25 15.41 -9.94
Li 16.05 13.15 -9.72
P 15.51 14.55 -8.49
O 15.26 14.87 -6.99
O 14.98 15.79 -9.22
O 14.50 13.42 -8.99
O 16.98 14.29 -9.05
O 15.48 13.86 -12.87
C 15.94 13.70 -11.60
O 15.90 12.61 -11.02
O 16.48 14.65 -10.98
H 15.27 12.93 -12.99
C 11.99 14.93 -12.35
C 12.64 16.32 -12.11
C 13.95 15.87 -11.53
O 13.66 14.68 -10.74
C 12.68 13.83 -11.45
H 12.10 14.73 -13.42
H 10.93 15.01 -12.12
H 11.95 16.72 -11.36
H 12.63 17.03 -12.93
H 14.33 16.68 -10.91
H 14.71 15.66 -12.29
H 11.94 13.37 -10.79
H 13.10 12.95 -11.94
C 18.20 11.02 -8.27
C 17.42 10.09 -9.22
C 16.32 11.01 -9.57
O 16.41 12.15 -8.76
C 17.74 12.41 -8.46
H 19.27 10.87 -8.13
H 18.00 10.64 -7.27
H 17.11 9.27 -8.57
H 18.00 9.79 -10.09
H 15.33 10.58 -9.70
H 16.49 11.23 -10.63
H 17.82 13.17 -7.68
H 18.11 12.99 -9.30
C 19.64 13.19 -13.70
C 19.74 13.97 -12.41
C 18.35 13.83 -11.79
O 17.94 12.52 -12.19
C 18.86 11.97 -13.16
H 20.55 12.89 -14.22
H 19.09 13.70 -14.50
H 20.03 14.97 -12.72
H 20.51 13.62 -11.72
H 17.78 14.74 -11.99
H 18.45 13.73 -10.71
H 18.26 11.57 -13.98
H 19.49 11.16 -12.78
C 19.03 16.03 -10.57
C 18.56 16.16 -9.09
C 17.24 16.98 -9.15
O 16.71 16.67 -10.47
C 17.74 16.46 -11.39
H 19.29 14.99 -10.76
H 19.85 16.69 -10.87
H 19.24 16.58 -8.34
H 18.32 15.18 -8.67
H 17.47 18.04 -9.26
H 16.51 16.73 -8.38
H 17.98 17.40 -11.87
H 17.52 15.70 -12.14
*
```

The LUMO energy is 4.42 eV. The energy above the lowest of the compared OMol25 structures with the same formula, charge and spin comes out at 2214.2 kJ/mol. The orbital gap comes out at 0.1399 Eh. As for the highest occupied orbital energy: 0.6129 eV.